160
Properties=species:S:1:pos:R:3:forces:R:3:mulliken_charge:R:1 method="wB97M-V/def2-TZVPD" homo_energy_ev=-10.358 multiplicity=1 homo_lumo_gap_ha=0.3894 e_tot_ha=-5203.128898
C -17.183688 -2.643193 13.814002 0.545 -0.777 -0.243 -0.544
C -16.150095 -1.802482 13.108552 -0.125 -0.088 0.055 0.199
O -15.281610 -2.788468 12.593467 -0.210 1.289 0.112 -0.299
C -15.324708 -3.851994 13.454399 -3.311 4.649 -0.007 0.026
O -14.616787 -4.719438 13.398760 4.628 -5.717 -0.422 0.316
O -16.309954 -3.697696 14.329131 -1.657 0.623 0.487 -0.360
F -15.518621 -1.034602 14.065206 0.234 -0.098 -0.385 -0.289
H -17.860228 -3.111254 13.092873 -0.112 0.201 0.165 0.299
H -17.708027 -2.139082 14.609804 0.025 -0.017 0.259 0.332
H -16.487935 -1.143741 12.315717 0.023 -0.067 -0.109 0.315
C -11.711436 -12.319509 15.790199 -0.107 -0.057 0.056 0.293
C -13.233627 -12.120526 15.764398 1.417 -0.099 0.202 0.851
O -13.700790 -13.343706 15.255978 -0.195 0.959 0.299 -0.421
C -12.675048 -14.001926 14.617879 -0.011 2.772 1.304 0.482
O -12.829224 -14.929158 13.959140 -0.378 -3.084 -1.863 -0.491
O -11.513788 -13.372795 14.836176 0.412 0.327 0.551 -0.295
F -13.452014 -11.054851 14.915194 -0.865 -0.616 -0.179 -0.116
H -11.332020 -12.608909 16.775237 -0.079 -0.163 -0.128 0.213
H -11.203281 -11.421695 15.448480 0.012 -0.042 -0.122 -0.237
H -13.648668 -11.871392 16.738130 -0.358 -0.165 -0.180 -0.214
C -10.606469 -9.907417 10.695952 0.895 0.089 -0.599 0.360
C -11.495032 -8.707015 10.460145 0.500 0.754 0.235 1.634
O -12.780933 -9.233820 10.517214 0.047 0.183 0.036 -0.368
C -12.728463 -10.601407 10.459412 -0.016 0.494 -0.630 0.619
O -13.694289 -11.274419 10.414377 -0.313 -0.517 0.138 -0.524
O -11.453425 -10.999768 10.363039 -0.069 -0.453 0.830 -0.388
F -11.278514 -8.078598 9.235174 -0.378 -2.267 -0.321 -0.305
H -10.224645 -9.875620 11.714077 -0.605 -0.525 0.290 -0.432
H -9.712520 -10.029863 10.086310 -0.165 0.524 -0.345 0.276
H -11.376732 -7.925886 11.209571 -0.083 -0.141 -0.087 -0.971
C -7.754211 -4.301465 17.049334 1.110 -0.707 0.910 -0.231
C -6.328718 -4.875603 16.826111 0.351 0.081 -1.409 0.013
O -6.557800 -6.171165 16.275341 -1.017 -0.008 2.077 -0.309
C -7.903645 -6.402765 16.154073 1.758 2.310 -0.297 0.028
O -8.341253 -7.387280 15.697072 -0.887 -1.513 -0.232 -0.807
O -8.621520 -5.271539 16.437339 0.505 -0.343 0.480 0.352
F -5.511767 -4.976003 17.916549 -0.766 -0.152 0.454 -0.344
H -7.859655 -3.327267 16.591255 -0.246 -0.011 -0.171 0.136
H -7.913105 -4.245475 18.138346 -0.325 -0.027 -0.384 0.355
H -5.751461 -4.309195 16.084908 -0.262 -0.215 0.450 0.270
C -7.999101 -10.009300 13.566124 -0.016 -1.270 -0.438 -0.086
O -7.658395 -10.193959 12.160184 -0.574 -0.103 -0.100 -0.137
C -6.437544 -9.933229 11.698440 -1.373 -0.675 0.234 0.886
O -5.602105 -9.380265 12.333967 1.562 0.572 0.122 -0.569
O -6.384586 -10.417095 10.447312 0.299 0.254 -0.067 -0.297
C -5.123851 -10.355368 9.761849 0.360 -0.019 0.410 -0.761
H -7.128169 -9.936518 14.212707 0.080 0.535 -0.244 0.576
H -8.469890 -10.965065 13.824313 -0.109 0.286 0.040 0.291
H -8.729669 -9.209261 13.653082 0.300 0.149 0.082 -0.726
H -5.295319 -10.059066 8.732973 -0.213 0.008 -0.021 0.247
H -4.653097 -11.339853 9.787251 -0.174 -0.008 -0.031 0.274
H -4.437939 -9.656124 10.240014 -0.199 0.089 0.047 0.351
C -15.583858 -6.588483 16.223631 1.299 -0.258 0.175 -0.119
O -15.071115 -5.794534 17.320422 -1.216 -1.147 -0.210 -0.507
C -13.934352 -5.159903 17.158161 0.234 -0.546 -1.174 0.520
O -13.267829 -5.185061 16.145214 0.198 0.537 0.536 0.014
O -13.714678 -4.580280 18.305998 1.141 1.449 1.093 -0.452
C -12.585212 -3.664582 18.484741 -0.690 -0.561 -0.616 -0.211
H -16.132539 -7.399701 16.681296 -0.915 0.409 -0.026 0.325
H -14.795184 -7.140092 15.703342 0.299 0.522 -0.008 -0.181
H -16.057371 -5.909772 15.526580 -0.556 -0.352 -0.028 0.253
H -12.295685 -3.824668 19.515223 0.293 0.120 -0.006 0.334
H -12.927455 -2.640721 18.326602 -0.079 -0.103 0.091 0.274
H -11.798935 -3.874148 17.762484 0.075 -0.158 0.208 -0.129
C -8.566569 -14.888285 15.247220 0.104 0.141 -0.205 -0.610
O -8.154575 -13.516642 15.384055 -0.005 -0.118 -0.166 -0.226
C -8.167930 -13.003581 16.608091 0.547 -0.965 0.570 0.759
O -8.410633 -13.607523 17.627586 -0.334 0.415 -0.246 -0.637
O -7.751586 -11.755641 16.511569 0.016 1.003 -0.935 -0.146
C -7.764005 -10.928524 17.652389 -0.656 -0.646 1.766 -0.654
H -8.253563 -15.169935 14.247372 -0.165 0.064 -0.121 0.220
H -9.646651 -14.922464 15.337423 -0.041 -0.256 0.037 0.209
H -8.070583 -15.558787 15.945107 -0.052 0.256 0.288 0.306
H -7.268831 -11.443820 18.483279 0.241 0.235 -0.192 0.454
H -8.783869 -10.769654 18.030393 0.022 0.010 -0.372 0.230
H -7.320582 -9.963679 17.457384 0.257 -0.045 -0.477 0.138
C -11.033835 -2.779321 14.792701 -0.985 -0.892 -1.491 0.345
O -10.677357 -1.437304 14.995531 -1.197 -0.724 -3.805 -0.490
C -10.278824 -1.196662 16.158984 0.185 1.851 0.535 0.746
O -10.203477 -1.964437 17.026908 0.728 -3.443 3.965 -0.441
O -10.035699 0.060215 16.243390 0.906 3.321 0.147 -0.442
C -9.354201 0.544970 17.385894 0.200 0.366 0.763 -0.713
H -11.499862 -2.763880 13.806978 -0.017 -0.196 -0.037 0.320
H -11.777850 -3.166971 15.485497 0.197 0.136 0.266 0.274
H -10.172683 -3.435727 14.734320 0.176 0.093 0.409 -0.491
H -9.470240 1.625516 17.402463 -0.086 -0.007 -0.246 0.266
H -8.284254 0.328415 17.346607 -0.111 -0.192 -0.141 0.294
H -9.757119 0.165614 18.327243 -0.077 -0.239 -0.246 0.294
C -15.640226 -8.131641 12.992857 -0.529 0.237 -0.939 -0.349
O -16.656458 -8.458621 13.932527 -0.454 0.378 0.719 -0.034
C -17.534311 -9.407780 13.613957 0.851 -1.080 0.596 0.618
O -17.508616 -10.101106 12.637203 -0.302 0.320 -0.436 -0.561
O -18.346626 -9.579895 14.669423 -0.211 -0.041 0.054 -0.302
C -19.385766 -10.577266 14.537281 0.068 0.663 -1.130 -0.736
H -15.314631 -7.122476 13.222959 0.193 -0.055 0.277 -0.297
H -16.098990 -8.097190 12.001438 0.290 -0.226 -0.058 0.490
H -14.826448 -8.846452 13.013488 0.104 -0.132 0.034 0.328
H -19.635985 -10.693920 13.477167 -0.022 0.128 0.182 0.332
H -20.227545 -10.133904 15.058310 -0.080 -0.421 0.240 0.251
H -19.089869 -11.568436 14.871685 0.196 0.208 0.473 0.278
C -7.333612 -6.835495 12.444516 1.123 -1.515 -0.375 -0.910
O -7.736266 -5.489667 12.535178 0.104 1.120 0.235 0.019
C -7.086999 -4.653663 13.389834 -0.494 -1.973 0.495 0.600
O -6.382660 -5.010896 14.307315 -0.126 0.817 -2.571 -0.550
O -7.422091 -3.395627 13.183405 0.423 0.333 1.034 -0.349
C -8.544200 -3.139302 12.400285 -1.455 1.060 -1.265 0.000
H -6.263089 -6.919498 12.245392 0.028 0.252 0.269 0.640
H -7.797362 -7.319822 11.581762 -0.426 0.599 -0.022 0.323
H -7.552772 -7.488835 13.288232 -0.127 0.711 0.373 0.092
H -8.794419 -2.075967 12.456147 0.625 0.038 0.079 0.340
H -9.478869 -3.601773 12.728570 0.543 -0.561 0.017 -0.405
H -8.328048 -3.391037 11.367873 -0.252 -0.096 -0.171 0.318
C -16.173129 -9.569037 19.284596 0.933 0.853 0.579 -0.442
O -15.116239 -9.996599 20.168869 -3.116 0.606 1.483 -0.456
C -14.025338 -10.265410 19.573179 0.285 -0.903 3.312 0.707
O -13.836619 -10.178321 18.446554 1.136 0.599 -6.761 -0.275
O -13.118687 -10.725731 20.369581 2.213 -0.841 2.253 -0.289
C -13.315535 -10.642140 21.788980 -0.881 -0.078 0.499 -0.755
H -16.991236 -9.400721 19.963619 -0.599 -0.292 -0.255 0.309
H -16.274702 -10.281300 18.479919 -0.494 -0.169 -0.021 0.283
H -15.844840 -8.611115 18.888376 -0.252 0.087 -0.311 0.040
H -13.781853 -9.691529 22.055005 0.403 0.057 -0.022 0.323
H -12.374903 -10.790840 22.302367 0.307 0.165 -0.335 0.260
H -14.006342 -11.402450 22.177669 0.121 -0.074 -0.493 0.286
C -9.625650 -5.935713 7.766519 -0.054 0.390 -0.256 -0.519
O -10.984157 -5.507569 7.866967 -1.698 -0.042 1.784 -0.418
C -11.594113 -5.633234 9.092989 0.126 0.014 0.466 0.692
O -11.036641 -6.054445 10.095962 -0.995 2.590 -1.017 -0.333
O -12.922511 -5.237340 8.991961 1.787 -0.496 0.904 -0.393
C -13.619461 -4.884485 10.250091 0.009 0.287 -1.004 -0.397
H -9.281170 -6.498636 8.622059 -0.199 -0.201 0.154 0.151
H -9.018566 -5.037292 7.663166 0.113 -0.034 -0.063 0.292
H -9.596981 -6.515223 6.850968 0.277 -0.161 -0.005 0.263
H -14.152135 -3.969921 9.959060 0.220 -0.170 0.394 0.262
H -12.961901 -4.730297 11.095475 0.430 0.143 -0.167 0.091
H -14.362919 -5.610101 10.579870 0.210 -0.422 -0.524 0.317
C -10.794782 -5.898070 13.704563 -0.583 -0.048 -0.367 0.958
O -10.526928 -7.300242 13.595667 0.226 1.141 -0.703 0.887
C -11.220013 -8.190521 14.289622 1.334 1.422 0.650 -0.334
O -11.562622 -9.163642 13.729647 -1.326 -2.913 -0.504 -0.490
O -11.288736 -7.877200 15.565415 -0.200 -0.153 0.627 0.078
C -11.906337 -8.787043 16.505962 -0.750 1.013 -0.363 -0.815
H -10.221550 -5.445946 14.504122 0.223 -0.014 0.013 -0.533
H -11.859501 -5.686011 13.859278 0.070 -0.303 0.283 0.162
H -10.575527 -5.523233 12.703773 0.372 0.191 0.244 -0.181
H -11.166794 -9.210597 17.173012 0.183 -0.043 -0.092 -0.073
H -12.527684 -9.531998 16.037532 0.241 -0.210 -0.392 0.235
H -12.601431 -8.141677 17.033378 0.089 -0.062 0.518 0.274
C -6.497512 -6.754634 22.301322 0.580 0.252 0.090 -0.676
O -7.212889 -7.660162 21.485310 0.667 -1.249 1.246 -0.367
C -7.979411 -7.172930 20.557224 0.056 -1.536 0.561 0.819
O -8.072378 -6.048798 20.265419 -0.167 4.077 -0.985 -0.515
O -8.647367 -8.155485 20.017215 -1.339 -1.225 -0.977 -0.336
C -9.559101 -7.783427 18.987905 -0.389 1.303 -1.483 -0.096
H -6.039159 -5.976417 21.695328 0.013 0.043 0.028 0.310
H -5.736412 -7.358657 22.782622 0.124 0.034 0.015 0.242
H -7.111792 -6.301555 23.077904 -0.283 -0.024 -0.158 0.282
H -9.853451 -6.722884 18.931309 0.311 -0.129 1.045 0.398
H -10.502314 -8.314395 19.045604 0.321 -0.601 0.273 0.331
H -9.111881 -7.839976 17.985823 0.068 -0.921 0.318 -0.288